# 1
{"formula": "C31H26F4FeN5O8S3", "method": "the ωB97M-V functional and the def2-TZVPD basis", "symbols": ["Fe", "C", "C", "N", "C", "C", "C", "C", "N", "C", "C", "F", "C", "F", "C", "C", "F", "C", "F", "H", "H", "H", "H", "H", "H", "H", "H", "H", "H", "H", "H", "H", "H", "H", "O", "N", "O", "C", "C", "C", "C", "O", "C", "C", "N", "O", "O", "N", "O", "O", "H", "H", "O", "C", "C", "C", "C", "C", "S", "C", "C", "C", "C", "S", "C", "C", "C", "C", "S", "H", "H", "H", "H", "H", "H", "H", "H", "H"], "positions_angstrom": [[0.13, -0.74, -0.19], [-2.79, -4.15, 0.32], [-1.59, -3.29, -0.06], [-1.75, -1.83, 0.16], [-2.97, -1.33, -0.52], [-3.07, -1.73, -1.98], [-1.83, -1.50, 1.60], [-0.53, -1.85, 2.33], [0.57, -1.85, 1.37], [1.78, -2.42, 1.67], [2.54, -2.95, 0.61], [1.98, -2.99, -0.64], [3.79, -3.50, 0.82], [4.45, -3.99, -0.24], [4.34, -3.56, 2.08], [3.60, -3.07, 3.14], [4.11, -3.11, 4.38], [2.34, -2.53, 2.95], [1.68, -2.03, 4.03], [-2.55, -5.20, 0.15], [-3.05, -4.04, 1.38], [-3.68, -3.91, -0.26], [-0.71, -3.61, 0.49], [-1.35, -3.43, -1.12], [-3.85, -1.70, 0.01], [-2.96, -0.25, -0.40], [-3.28, -2.79, -2.10], [-3.88, -1.18, -2.45], [-2.16, -1.49, -2.52], [-2.02, -0.43, 1.66], [-2.68, -2.00, 2.08], [-0.36, -1.12, 3.12], [-0.58, -2.83, 2.81], [5.32, -3.98, 2.24], [4.22, 1.80, -6.00], [3.02, 1.91, -6.06], [2.41, 2.47, -6.95], [2.23, 1.32, -4.98], [0.85, 1.43, -5.00], [0.12, 0.88, -3.97], [0.70, 0.13, -2.92], [0.02, -0.59, -2.11], [2.12, 0.17, -2.92], [2.89, 0.71, -3.93], [2.83, -0.35, -1.76], [2.24, -0.30, -0.67], [3.97, -0.71, -1.88], [-1.32, 1.16, -3.98], [-1.82, 1.48, -5.03], [-1.89, 1.14, -2.91], [0.35, 1.97, -5.79], [3.97, 0.67, -3.88], [-0.25, 0.77, 0.67], [-0.50, 2.02, 1.22], [-0.22, 3.10, 0.19], [-0.77, 4.34, 0.08], [-0.19, 5.10, -0.97], [0.78, 4.42, -1.63], [1.01, 2.86, -0.97], [-1.94, 2.08, 1.68], [-2.42, 1.90, 2.94], [-3.84, 1.87, 3.00], [-4.40, 2.03, 1.77], [-3.22, 2.20, 0.54], [0.43, 2.21, 2.42], [1.32, 1.30, 2.89], [2.06, 1.78, 4.00], [1.72, 3.05, 4.34], [0.50, 3.67, 3.31], [-1.55, 4.70, 0.73], [-0.50, 6.10, -1.23], [1.36, 4.74, -2.47], [-1.78, 1.80, 3.80], [-4.41, 1.76, 3.90], [-5.44, 2.07, 1.52], [1.45, 0.34, 2.43], [2.82, 1.21, 4.52], [2.12, 3.66, 5.13]], "lowdin_charge": [1.083, -0.064, -0.220, -0.217, -0.222, -0.073, -0.165, -0.177, -0.102, -0.180, -0.149, 0.059, -0.216, 0.096, 0.065, -0.214, 0.094, -0.137, 0.081, 0.084, 0.074, 0.065, 0.107, 0.118, 0.123, 0.064, 0.069, 0.089, 0.054, 0.087, 0.127, 0.112, 0.128, 0.136, 0.089, -0.360, 0.092, -0.121, 0.100, -0.048, -0.286, -0.100, -0.074, 0.103, -0.277, -0.011, 0.158, -0.331, 0.094, 0.092, 0.140, 0.142, -0.253, -0.564, -0.475, -0.139, -0.164, -0.391, 1.107, -0.469, -0.121, -0.167, -0.393, 1.089, -0.463, -0.101, -0.165, -0.406, 1.070, 0.113, 0.103, 0.065, 0.114, 0.102, 0.065, 0.092, 0.104, 0.062], "relative_energy_kcal_mol": 0.0, "multiplicity": 6, "lumo_energy_ev": [-1.47, -1.60], "s2": 8.7639, "orbital_gap_ev": [6.7, 6.5]}

---

# 2
{"formula": "C31H26F5FeN5S3SiTe", "method": "the ωB97M-V functional and the def2-TZVPD basis", "symbols": ["Fe", "S", "C", "C", "N", "C", "S", "C", "N", "N", "C", "C", "C", "C", "C", "C", "S", "N", "C", "C", "C", "C", "C", "C", "N", "H", "H", "H", "H", "H", "H", "H", "H", "H", "C", "Te", "C", "C", "C", "C", "C", "C", "C", "H", "H", "H", "H", "H", "H", "H", "H", "F", "C", "F", "C", "F", "F", "F", "C", "Si", "C", "C", "C", "C", "H", "H", "H", "H", "H", "H", "H", "H", "H"], "positions_angstrom": [[-0.41, -0.85, -1.65], [-2.43, -2.14, -0.97], [-2.01, -3.74, -1.25], [-2.93, -4.73, -0.77], [-3.69, -5.51, -0.38], [-0.82, -4.18, -1.88], [0.37, -3.17, -2.48], [-0.61, -5.60, -2.03], [-0.42, -6.72, -2.15], [2.32, -2.26, 1.21], [1.65, -3.38, 1.73], [2.31, -4.56, 2.06], [1.58, -5.62, 2.58], [0.21, -5.53, 2.74], [-0.45, -4.36, 2.40], [0.27, -3.27, 1.92], [-0.41, -1.70, 1.57], [0.42, -1.39, 0.11], [1.75, -1.58, 0.13], [2.54, -1.19, -0.97], [3.95, -1.31, -1.06], [4.60, -0.81, -2.16], [3.86, -0.21, -3.19], [2.49, -0.17, -3.06], [1.83, -0.65, -2.02], [3.31, -2.41, 1.11], [3.38, -4.64, 1.90], [2.10, -6.54, 2.83], [-0.35, -6.37, 3.12], [-1.53, -4.27, 2.50], [4.53, -1.76, -0.26], [5.68, -0.89, -2.22], [4.35, 0.20, -4.07], [1.87, 0.27, -3.84], [-0.34, 1.77, 1.69], [-2.24, 1.39, 0.79], [-2.79, 0.95, 2.83], [-1.84, 1.74, 3.69], [-2.13, 2.07, 5.01], [-1.22, 2.80, 5.76], [-0.02, 3.20, 5.20], [0.27, 2.87, 3.89], [-0.63, 2.14, 3.12], [0.17, 2.55, 1.15], [0.26, 0.86, 1.63], [-2.67, -0.12, 2.98], [-3.83, 1.21, 3.02], [-3.07, 1.76, 5.44], [-1.46, 3.06, 6.79], [0.69, 3.78, 5.78], [1.21, 3.19, 3.44], [-1.75, -1.80, -3.96], [-1.25, -0.61, -3.51], [-0.31, -0.24, -4.44], [-2.44, 0.39, -3.69], [-2.02, 1.62, -4.00], [-3.19, 0.47, -2.59], [-3.25, 0.00, -4.69], [0.09, 4.94, -0.12], [-0.34, 4.14, -1.76], [0.88, 4.74, -3.05], [-2.08, 4.63, -2.23], [-0.26, 2.32, -1.69], [-0.33, 1.10, -1.65], [0.06, 6.03, -0.22], [1.09, 4.67, 0.22], [-0.63, 4.67, 0.66], [0.85, 5.82, -3.16], [0.65, 4.28, -4.01], [1.90, 4.45, -2.78], [-2.19, 5.72, -2.28], [-2.79, 4.24, -1.50], [-2.34, 4.21, -3.21]], "lowdin_charge": [0.353, 0.795, -0.708, -0.292, 0.161, -0.710, 0.871, -0.286, 0.161, 0.111, -0.264, -0.027, -0.095, -0.095, -0.090, -0.447, 0.923, -0.383, -0.367, -0.248, -0.036, -0.101, -0.085, -0.141, -0.004, 0.108, 0.108, 0.098, 0.099, 0.108, 0.093, 0.097, 0.087, 0.104, -0.416, 1.300, -0.443, -0.294, -0.050, -0.102, -0.100, -0.043, -0.281, 0.025, 0.021, 0.037, 0.047, 0.108, 0.094, 0.095, 0.112, -0.015, -0.438, 0.033, -0.593, 0.139, 0.092, 0.140, -0.191, 0.402, -0.190, -0.181, -0.215, -0.226, 0.030, 0.031, 0.022, 0.025, 0.029, 0.028, 0.027, 0.020, 0.024], "relative_energy_kcal_mol": 27.3, "multiplicity": 6, "total_charge": -1, "lumo_energy_ev": [1.94, 0.43], "s2": 8.9105, "orbital_gap_ev": [5.2, 5.8]}

---

# 3
{"formula": "C31H26GeI2LiO4", "method": "the ωB97M-V functional and the def2-TZVPD basis", "symbols": ["Li", "O", "C", "C", "O", "O", "C", "C", "C", "C", "C", "C", "C", "C", "C", "C", "C", "C", "H", "H", "H", "H", "H", "H", "H", "H", "H", "H", "H", "I", "I", "O", "C", "Ge", "C", "C", "C", "C", "C", "C", "C", "C", "C", "C", "C", "C", "C", "C", "C", "C", "H", "H", "H", "H", "H", "H", "H", "H", "H", "H", "H", "H", "H", "H", "H"], "positions_angstrom": [[1.03, -0.69, 0.40], [1.64, 0.43, 1.66], [1.55, 1.80, 1.30], [0.93, 1.80, -0.15], [0.81, 2.89, -0.67], [0.65, 0.67, -0.62], [0.58, 2.51, 2.22], [0.49, 3.89, 2.21], [-0.38, 4.55, 3.07], [-1.18, 3.82, 3.94], [-1.11, 2.44, 3.93], [-0.24, 1.78, 3.07], [2.95, 2.36, 1.37], [3.54, 2.58, 2.61], [4.83, 3.06, 2.71], [5.57, 3.33, 1.56], [4.99, 3.11, 0.32], [3.70, 2.62, 0.23], [2.00, 0.25, 2.46], [1.09, 4.46, 1.52], [-0.44, 5.63, 3.04], [-1.87, 4.33, 4.60], [-1.75, 1.86, 4.58], [-0.22, 0.70, 3.04], [2.98, 2.38, 3.51], [5.27, 3.22, 3.69], [6.58, 3.71, 1.64], [5.55, 3.31, -0.58], [3.27, 2.45, -0.75], [3.36, -1.98, 0.42], [5.82, -3.33, 0.43], [-0.06, -1.43, 1.55], [1.26, -3.79, -1.88], [0.03, -2.34, -1.40], [-0.40, -1.41, -3.11], [-0.98, -2.17, -4.13], [-1.31, -1.60, -5.36], [-1.06, -0.26, -5.58], [-0.49, 0.51, -4.58], [-0.16, -0.06, -3.35], [-1.65, -3.05, -0.67], [-1.79, -4.40, -0.54], [-2.98, -4.97, -0.03], [-4.02, -4.17, 0.35], [-3.91, -2.76, 0.24], [-4.97, -1.91, 0.64], [-4.85, -0.56, 0.53], [-3.66, 0.01, 0.03], [-2.62, -0.79, -0.36], [-2.71, -2.20, -0.27], [0.80, -4.45, -2.63], [1.51, -4.37, -1.00], [2.16, -3.36, -2.29], [-1.18, -3.23, -3.97], [-1.76, -2.21, -6.14], [-1.32, 0.19, -6.53], [-0.30, 1.56, -4.75], [0.28, 0.55, -2.58], [-0.99, -5.07, -0.84], [-3.07, -6.05, 0.06], [-4.93, -4.62, 0.74], [-5.89, -2.34, 1.03], [-5.66, 0.08, 0.84], [-3.56, 1.08, -0.04], [-1.72, -0.31, -0.72]], "nbo_charge": [0.786, -0.713, 0.054, 0.799, -0.726, -0.809, -0.042, -0.189, -0.231, -0.240, -0.236, -0.157, 0.081, -0.227, -0.224, -0.233, -0.200, -0.209, 0.486, 0.229, 0.194, 0.191, 0.202, 0.256, 0.207, 0.197, 0.195, 0.200, 0.237, -0.385, -0.500, -0.890, -1.097, 1.292, -0.449, -0.214, -0.241, -0.235, -0.241, -0.146, -0.406, -0.231, -0.219, -0.210, -0.083, -0.204, -0.223, -0.220, -0.156, 0.037, 0.198, 0.241, 0.247, 0.196, 0.190, 0.189, 0.201, 0.261, 0.203, 0.192, 0.190, 0.188, 0.192, 0.208, 0.246], "multiplicity": 2, "total_charge": -2, "lumo_energy_ev": [4.40, 4.20], "s2": 1.6307, "orbital_gap_ev": [5.2, 5.7]}

---

# 4
{"formula": "C31H26MnN3O5S5", "method": "the ωB97M-V functional and the def2-TZVPD basis", "symbols": ["Mn", "C", "O", "C", "C", "O", "C", "H", "H", "H", "H", "H", "H", "H", "H", "H", "H", "S", "C", "C", "C", "C", "N", "C", "C", "C", "S", "C", "N", "H", "H", "O", "S", "C", "C", "C", "C", "C", "C", "C", "C", "C", "C", "C", "C", "H", "H", "H", "H", "H", "H", "H", "H", "H", "H", "O", "S", "O", "N", "C", "S", "C", "C", "C", "C", "C", "C", "H", "H", "H", "H"], "positions_angstrom": [[-0.06, -0.31, -0.51], [-1.67, -2.46, -2.31], [-0.97, -2.28, -1.09], [0.06, -3.24, -0.88], [0.62, -3.08, 0.54], [0.68, -1.70, 0.89], [1.57, -1.44, 1.96], [-2.07, -3.48, -2.37], [-1.02, -2.28, -3.18], [-2.48, -1.74, -2.32], [0.85, -3.09, -1.63], [-0.35, -4.25, -0.99], [1.63, -3.52, 0.57], [-0.03, -3.60, 1.26], [1.33, -2.05, 2.83], [1.45, -0.39, 2.23], [2.61, -1.61, 1.66], [-0.72, 1.10, 1.24], [-1.83, 2.29, 0.51], [-2.35, 3.30, 1.28], [-3.26, 4.19, 0.72], [-3.80, 5.22, 1.51], [-4.22, 6.05, 2.19], [-3.65, 4.02, -0.63], [-3.09, 3.02, -1.40], [-2.16, 2.14, -0.85], [-1.44, 0.87, -1.79], [-4.65, 4.87, -1.18], [-5.46, 5.54, -1.63], [-2.04, 3.41, 2.31], [-3.38, 2.90, -2.44], [2.29, -0.80, -1.12], [1.54, -0.36, -2.32], [2.39, -1.05, -3.75], [1.71, -1.10, -4.95], [2.29, -1.73, -6.03], [3.54, -2.32, -5.89], [4.20, -2.29, -4.67], [3.62, -1.66, -3.58], [1.87, 1.40, -2.43], [2.77, 1.95, -1.53], [2.90, 3.33, -1.46], [2.12, 4.14, -2.27], [1.22, 3.58, -3.16], [1.10, 2.20, -3.25], [0.74, -0.63, -5.03], [1.77, -1.77, -6.97], [3.99, -2.83, -6.73], [5.16, -2.77, -4.57], [4.10, -1.64, -2.61], [3.35, 1.31, -0.88], [3.60, 3.76, -0.76], [2.22, 5.21, -2.20], [0.61, 4.21, -3.78], [0.40, 1.75, -3.94], [-0.03, 1.68, 6.44], [0.19, 0.59, 5.55], [1.53, 0.17, 5.26], [-0.54, 0.88, 4.05], [-1.37, -0.05, 3.79], [-2.10, -0.15, 2.20], [-1.61, -1.09, 4.79], [-2.40, -2.22, 4.70], [-2.37, -3.11, 5.76], [-1.59, -2.86, 6.88], [-0.79, -1.73, 6.96], [-0.81, -0.86, 5.90], [-3.01, -2.41, 3.82], [-2.95, -4.02, 5.71], [-1.60, -3.56, 7.70], [-0.16, -1.54, 7.82]], "lowdin_charge": [0.256, -0.076, -0.278, -0.162, -0.138, -0.347, -0.053, 0.106, 0.095, 0.073, 0.124, 0.143, 0.147, 0.144, 0.112, 0.074, 0.111, 0.745, -0.544, -0.017, -0.164, -0.175, 0.203, -0.158, -0.024, -0.607, 0.742, -0.164, 0.209, 0.135, 0.126, -0.470, 0.929, -0.340, -0.083, -0.058, -0.055, -0.051, -0.056, -0.371, -0.062, -0.053, -0.054, -0.054, -0.119, 0.110, 0.114, 0.114, 0.115, 0.115, 0.114, 0.115, 0.114, 0.115, 0.094, -0.244, 0.680, -0.271, -0.082, -0.692, 0.805, -0.230, -0.014, -0.046, -0.035, -0.012, -0.193, 0.110, 0.115, 0.117, 0.130], "multiplicity": 4, "total_charge": 1, "lumo_energy_ev": [-3.67, -3.78], "s2": 3.7921, "orbital_gap_ev": [7.2, 7.3]}

---

# 5
{"formula": "C31H26NNaO2", "method": "the ωB97M-V functional and the def2-TZVPD basis", "symbols": ["C", "C", "C", "C", "C", "C", "C", "O", "C", "C", "C", "C", "C", "C", "N", "C", "C", "C", "C", "C", "C", "C", "C", "C", "O", "H", "H", "H", "H", "H", "H", "H", "H", "H", "H", "H", "H", "H", "H", "H", "H", "H", "H", "H", "C", "Na", "C", "C", "C", "C", "C", "C", "C", "C", "H", "H", "H", "H", "H", "H", "H"], "positions_angstrom": [[-2.86, 0.96, -5.71], [-2.09, 1.20, -4.56], [-2.61, 0.83, -3.32], [-3.88, 0.21, -3.23], [-4.64, -0.05, -4.37], [-4.13, 0.34, -5.61], [-4.16, -0.17, -1.80], [-5.13, -0.77, -1.38], [-2.95, 0.30, -1.04], [-2.76, 0.01, 0.28], [-1.74, 0.57, 1.12], [-1.26, 1.90, 0.97], [-0.18, 2.36, 1.70], [0.44, 1.50, 2.65], [1.55, 1.92, 3.33], [1.94, 3.32, 3.33], [1.78, 3.92, 1.95], [0.34, 3.74, 1.46], [2.08, 1.18, 4.45], [2.02, -0.31, 4.18], [0.58, -0.72, 3.87], [-0.07, 0.19, 2.88], [-1.16, -0.23, 2.14], [-1.94, 0.84, -1.99], [-0.75, 1.10, -1.79], [-2.48, 1.25, -6.69], [-1.11, 1.67, -4.60], [-5.60, -0.55, -4.26], [-4.71, 0.16, -6.52], [-3.43, -0.70, 0.74], [-1.75, 2.58, 0.28], [1.34, 3.88, 4.06], [2.99, 3.35, 3.65], [2.04, 4.99, 2.00], [2.46, 3.44, 1.24], [0.29, 3.95, 0.38], [-0.31, 4.47, 1.96], [3.11, 1.52, 4.60], [1.51, 1.43, 5.37], [2.67, -0.56, 3.33], [2.40, -0.84, 5.06], [0.57, -1.75, 3.49], [0.00, -0.73, 4.81], [-1.58, -1.22, 2.30], [1.00, -3.86, -2.74], [2.35, -1.33, -2.72], [-0.07, -2.95, -2.59], [0.14, -2.19, -1.41], [1.31, -2.70, -0.75], [1.88, -3.70, -1.62], [3.21, -4.10, -1.46], [3.95, -3.58, -0.40], [3.37, -2.64, 0.49], [2.08, -2.15, 0.29], [1.16, -4.63, -3.50], [-0.97, -2.91, -3.21], [-0.42, -1.36, -1.02], [3.63, -4.83, -2.16], [4.98, -3.89, -0.24], [3.94, -2.32, 1.37], [1.64, -1.36, 0.91]], "nbo_charge": [-0.198, -0.170, -0.165, -0.041, -0.198, -0.192, 0.543, -0.533, -0.339, 0.019, -0.176, -0.054, -0.123, 0.291, -0.433, -0.199, -0.400, -0.421, -0.199, -0.401, -0.424, -0.106, -0.127, 0.614, -0.585, 0.218, 0.225, 0.236, 0.221, 0.224, 0.205, 0.176, 0.203, 0.215, 0.205, 0.223, 0.210, 0.202, 0.175, 0.210, 0.217, 0.230, 0.211, 0.215, -0.412, 0.979, -0.286, -0.447, -0.082, -0.165, -0.224, -0.289, -0.280, -0.257, 0.209, 0.214, 0.217, 0.206, 0.206, 0.202, 0.206], "lumo_energy_ev": -0.77, "orbital_gap_ev": 5.3}

---

# 6
{"formula": "C31H26NO2", "method": "the ωB97M-V functional and the def2-TZVPD basis", "symbols": ["C", "C", "C", "C", "C", "C", "C", "C", "C", "C", "C", "O", "C", "C", "C", "C", "C", "C", "C", "C", "O", "N", "C", "C", "C", "C", "C", "C", "C", "C", "C", "C", "C", "C", "H", "H", "H", "H", "H", "H", "H", "H", "H", "H", "H", "H", "H", "H", "H", "H", "H", "H", "H", "H", "H", "H", "H", "H", "H", "H"], "positions_angstrom": [[0.82, 1.27, -0.41], [0.00, 0.13, 0.19], [-0.93, -0.92, -0.50], [-2.40, -0.46, -0.39], [-3.53, -1.16, 0.11], [-4.67, -0.45, 0.45], [-4.77, 0.86, 0.03], [-3.72, 1.51, -0.67], [-2.56, 0.81, -0.93], [-4.15, 2.91, -0.95], [-5.53, 2.97, -0.26], [-5.83, 1.65, 0.33], [-0.81, -2.52, -0.15], [-1.34, -3.07, 1.03], [-1.36, -4.45, 1.30], [-0.85, -5.31, 0.33], [-0.32, -4.81, -0.87], [-0.36, -3.43, -1.12], [0.19, -5.97, -1.65], [-0.10, -7.16, -0.73], [-0.77, -6.66, 0.48], [2.02, 1.85, 0.04], [2.37, 3.23, -0.22], [1.62, 4.14, -0.93], [2.08, 5.47, -0.96], [3.29, 5.84, -0.34], [4.05, 4.90, 0.36], [3.57, 3.59, 0.45], [4.06, 2.40, 1.11], [5.25, 2.15, 1.82], [5.55, 0.82, 2.17], [4.66, -0.22, 1.84], [3.42, 0.04, 1.20], [3.11, 1.34, 0.84], [0.39, 1.95, -1.16], [-0.57, 0.60, 1.06], [0.65, -0.72, 0.56], [-0.56, -0.90, -1.56], [-3.48, -2.20, 0.40], [-5.47, -0.93, 1.01], [-1.73, 1.33, -1.43], [-4.23, 3.06, -2.04], [-3.45, 3.64, -0.51], [-5.54, 3.73, 0.54], [-6.32, 3.24, -0.98], [-1.80, -2.40, 1.77], [-1.75, -4.85, 2.23], [0.00, -3.08, -2.11], [-0.34, -6.04, -2.61], [1.27, -5.90, -1.85], [0.81, -7.69, -0.43], [-0.74, -7.90, -1.22], [0.71, 3.82, -1.45], [1.47, 6.23, -1.48], [3.61, 6.88, -0.42], [4.99, 5.17, 0.83], [5.91, 2.99, 2.07], [6.49, 0.61, 2.69], [4.94, -1.24, 2.10], [2.71, -0.75, 0.97]], "nbo_charge": [0.335, -0.536, -0.206, -0.090, -0.177, -0.256, 0.314, -0.098, -0.147, -0.456, -0.069, -0.469, -0.089, -0.154, -0.287, 0.326, -0.077, -0.187, -0.459, -0.066, -0.467, -0.270, 0.087, -0.197, -0.188, -0.172, -0.200, 0.015, 0.029, -0.210, -0.160, -0.199, -0.177, 0.081, 0.210, 0.296, 0.278, 0.220, 0.232, 0.239, 0.173, 0.229, 0.218, 0.195, 0.199, 0.212, 0.236, 0.212, 0.230, 0.227, 0.194, 0.197, 0.217, 0.239, 0.240, 0.236, 0.237, 0.240, 0.240, 0.228], "total_charge": 1, "lumo_energy_ev": -5.11, "orbital_gap_ev": 5.2}